# 1
This record from the Open Molecules 2025 dataset describes a molecular structure, C34H48BaN3O4P2S2Se. The level of theory is the ωB97M-V functional and the def2-TZVPD basis.

* total charge: -1
* highest occupied orbital energy: -2.43 eV
* electronic energy: -154981.2269 eV
* energy relative to the best compared isomer or geometry (same formula, charge and spin): 7.932 eV

Last column: Mulliken charge in e.
Positions of all 95 atoms, in Å:
Ba  1.0888  -1.2642  -1.6088  1.782
C  1.5990  3.5412  -1.7471  -1.731
P  1.0245  2.5925  -0.2899  1.348
C  -0.3134  3.7704  0.1720  -0.271
N  -0.0448  5.0309  0.3757  -0.232
C  -1.0628  5.8613  0.6939  0.054
C  -0.8067  7.2129  0.9910  -0.417
C  -1.8412  8.0425  1.3300  -0.542
C  -3.1600  7.5633  1.3692  -0.517
C  -3.4389  6.2555  1.0801  -0.465
C  -2.3937  5.3740  0.7460  -0.040
N  -2.6553  4.0721  0.4929  -0.120
C  -1.6498  3.2777  0.2387  -0.175
P  -1.9310  1.4935  -0.1222  1.249
C  -2.9523  1.7723  -1.6194  -1.614
C  -3.2170  1.0369  1.2076  2.108
C  -2.4128  0.9918  2.5064  -1.746
C  -4.4430  1.9280  1.3719  -1.912
C  -3.6555  -0.3799  0.8339  -2.274
C  2.3242  2.9646  1.0377  1.843
C  3.5696  2.2155  0.5701  -2.021
C  1.7720  2.2999  2.2975  -1.738
C  2.6562  4.4258  1.3218  -1.913
H  1.7398  4.5941  -1.5099  0.394
H  0.8318  3.3769  -2.5074  0.381
H  2.5034  3.0622  -2.1149  0.354
H  0.2137  7.5607  0.9538  0.472
H  -1.6500  9.0777  1.5731  0.376
H  -3.9576  8.2428  1.6340  0.376
H  -4.4463  5.8697  1.1085  0.475
H  -3.6408  2.6029  -1.4743  0.369
H  -3.4726  0.8471  -1.8528  0.347
H  -2.2366  1.9524  -2.4287  0.297
H  -2.0637  1.9898  2.7660  0.368
H  -1.5435  0.3530  2.3600  0.131
H  -3.0096  0.6046  3.3334  0.508
H  -4.1573  2.9184  1.7112  0.339
H  -5.1197  1.4870  2.1061  0.505
H  -4.9761  2.0289  0.4314  0.361
H  -2.7838  -0.9628  0.5278  0.275
H  -4.3584  -0.3451  0.0043  0.444
H  -4.1451  -0.8679  1.6782  0.526
H  3.2759  1.2310  0.2039  0.246
H  4.2774  2.0991  1.3907  0.489
H  4.0574  2.7523  -0.2400  0.361
H  1.5430  1.2600  2.0735  0.183
H  0.8550  2.7946  2.6167  0.308
H  2.4945  2.3408  3.1130  0.547
H  2.9876  4.9331  0.4212  0.330
H  3.4543  4.4855  2.0634  0.504
H  1.7866  4.9508  1.7053  0.361
N  0.4703  -1.7457  1.9847  -0.110
C  1.8831  -1.8611  2.2733  -1.131
C  2.7395  -1.7573  0.9997  1.310
O  3.8000  -2.3965  1.0032  -0.826
O  2.3223  -0.9994  0.0997  -0.504
H  0.3449  -1.0030  1.2939  -0.229
H  -0.0450  -1.4864  2.8196  0.375
H  2.0915  -2.8270  2.7484  0.415
H  2.2741  -1.0711  2.9351  0.473
O  0.1758  -3.0000  -0.5723  0.126
S  1.5659  -3.4147  -0.2191  -0.167
C  1.8167  -5.1833  -0.4545  0.574
C  0.9651  -6.0841  -1.0669  0.010
C  1.3777  -7.3963  -1.2295  -1.063
C  2.6200  -7.8025  -0.7746  -0.442
C  3.4678  -6.8954  -0.1523  -0.840
C  3.0664  -5.5820  0.0015  -0.597
C  2.3049  -3.1551  -1.7841  -0.393
C  3.4406  -2.4206  -1.9167  -0.359
C  3.8292  -1.9805  -3.1667  -0.501
C  3.0327  -2.2488  -4.2663  -0.706
C  1.8355  -2.9301  -4.0976  -0.560
C  1.4704  -3.3597  -2.8450  0.042
H  -0.0067  -5.7666  -1.4176  0.453
H  0.7171  -8.1043  -1.7127  0.449
H  2.9374  -8.8292  -0.9052  0.372
H  4.4338  -7.2140  0.2142  0.408
H  3.7135  -4.8475  0.4681  0.465
H  4.0467  -2.2186  -1.0528  0.446
H  4.7401  -1.4085  -3.2747  0.464
H  3.3317  -1.9166  -5.2505  0.345
H  1.1781  -3.1015  -4.9378  0.451
H  0.5402  -3.8789  -2.6883  0.213
Se  0.0783  0.7655  -3.2449  -1.212
C  -3.9351  -3.5333  -1.3236  -1.188
S  -2.0961  -3.4887  -1.1394  0.952
C  -2.1373  -3.9007  0.6655  -0.797
O  -1.6863  -4.7337  -1.8119  -0.793
H  -4.3166  -4.4719  -0.9401  0.379
H  -4.1579  -3.4455  -2.3813  0.384
H  -4.3523  -2.6898  -0.7886  0.283
H  -3.1130  -3.6890  1.0826  0.467
H  -1.3872  -3.2927  1.1592  -0.131
H  -1.8905  -4.9522  0.7675  0.406

***

# 2
This record from the Open Molecules 2025 dataset describes a molecular structure, C34H48IrNP2. The level of theory is the ωB97M-V functional and the def2-TZVPD basis.

* total charge: +1
* highest occupied orbital energy (alpha / beta): -9.74 / -9.84 eV
* electronic energy: -58935.9769 eV
* multiplicity: 2
* energy relative to the best compared isomer or geometry (same formula, charge and spin): 3.283 eV

Last column: Mulliken charge in e.
Positions of all 86 atoms, in Å:
Ir  0.6994  0.3872  -0.4729  1.888
C  0.9056  3.2044  -3.0969  -1.495
C  -0.4920  3.2268  -2.4754  0.575
C  -1.1021  4.6213  -2.6151  -1.579
P  -0.2901  2.5690  -0.7392  0.420
C  0.0734  4.0854  0.3089  0.617
C  1.2092  3.7306  1.2626  -1.303
C  -1.1408  4.6162  1.0634  -1.577
C  -1.9367  2.0004  -0.1905  0.567
C  -3.1275  2.4002  -0.7689  -0.766
C  -4.3395  1.8925  -0.3254  -1.047
C  -4.3571  0.9479  0.6892  -0.882
C  -3.1818  0.5082  1.2596  -0.782
C  -1.9402  1.0224  0.8442  -0.390
N  -0.7383  0.5421  1.2554  0.333
C  -0.4914  -0.1470  2.3934  0.104
C  -1.3002  -0.0410  3.5437  -0.547
C  -1.0844  -0.8489  4.6370  -0.868
C  -0.0412  -1.7666  4.6376  -1.060
C  0.8461  -1.7945  3.5740  -0.647
C  0.6667  -0.9771  2.4699  0.281
P  1.9953  -0.6730  1.2463  -0.221
C  3.3012  -0.0885  2.4786  0.485
C  4.5799  0.3623  1.7842  -1.453
C  2.7911  1.0159  3.3974  -1.366
C  2.8145  -2.2535  0.6185  0.976
C  2.7686  -2.1834  -0.9093  -1.887
C  2.2707  -3.5754  1.1503  -1.652
H  0.8658  3.5102  -4.1396  0.447
H  1.3371  2.2023  -3.0424  0.313
H  1.5642  3.8938  -2.5680  0.320
H  -1.1245  2.4884  -2.9845  0.460
H  -0.3746  5.3883  -2.3600  0.393
H  -1.9814  4.7660  -1.9930  0.312
H  -1.3933  4.7798  -3.6523  0.435
H  0.4274  4.8520  -0.3873  0.634
H  0.9009  2.9210  1.9229  0.019
H  1.4748  4.5923  1.8696  0.555
H  2.0913  3.4175  0.7032  0.372
H  -1.4649  3.9105  1.8259  0.286
H  -1.9792  4.8157  0.4000  0.323
H  -0.8763  5.5509  1.5553  0.486
H  -3.1238  3.1070  -1.5832  0.303
H  -5.2618  2.2123  -0.7842  0.454
H  -5.2940  0.5263  1.0176  0.423
H  -3.2120  -0.2920  1.9818  0.486
H  -2.0894  0.6965  3.5640  0.695
H  -1.7294  -0.7641  5.4969  0.421
H  0.1126  -2.4120  5.4865  0.455
H  1.6950  -2.4574  3.6236  0.298
H  3.5067  -0.9840  3.0811  0.481
H  4.4109  1.2846  1.2319  0.296
H  4.9642  -0.3886  1.0975  0.382
H  5.3482  0.5552  2.5310  0.419
H  2.7036  1.9553  2.8578  0.168
H  3.4988  1.1624  4.2119  0.495
H  1.8233  0.7658  3.8273  0.247
H  3.8636  -2.1874  0.9317  0.702
H  1.7387  -2.1913  -1.2736  0.268
H  3.2866  -3.0327  -1.3516  0.590
H  3.2484  -1.2686  -1.2663  0.281
H  1.1853  -3.6252  1.1515  0.296
H  2.6255  -3.7546  2.1614  0.405
H  2.6421  -4.3871  0.5262  0.456
C  -2.9146  -1.6373  -1.7759  -1.668
C  -1.4246  -1.9620  -1.5202  4.241
C  -1.2842  -2.4556  -0.0756  -1.068
C  -0.5708  -0.7794  -1.8029  -1.698
C  -0.9519  -3.0131  -2.5253  -0.374
C  -1.3478  -2.9273  -3.8587  -0.506
C  -0.8634  -3.8083  -4.8065  -0.930
C  0.0241  -4.8067  -4.4395  -0.478
C  0.4015  -4.9225  -3.1130  -1.009
C  -0.0740  -4.0320  -2.1673  -0.156
H  -3.3175  -1.0725  -0.9399  0.209
H  -3.4744  -2.5625  -1.8892  0.426
H  -3.0448  -1.0367  -2.6710  0.441
H  -1.8700  -1.8314  0.5926  -0.019
H  -0.2447  -2.4068  0.2460  -0.459
H  -1.6355  -3.4814  0.0141  0.653
H  -0.6591  -0.4106  -2.8269  0.301
H  -2.0543  -2.1723  -4.1634  0.344
H  -1.1785  -3.7142  -5.8356  0.415
H  0.4137  -5.4877  -5.1799  0.409
H  1.0701  -5.7152  -2.8113  0.448
H  0.2318  -4.1575  -1.1419  0.382